Record 1
A gas-phase ion, C12H18N3O2S (charge +1) in a non-equilibrium geometry, computed with ωB97M-V/def2-TZVPD.

Values from the calculation:
- SMILES = C#CCCCc1cnn(S(C)(=O)=O)/c(=[NH+]/CC)c1
- electronic energy (eV) = -32125.89236
- orbital gap (eV) = 8.485
- multiplicity = 1
- charge = +1

XYZ file:
```
36
C12H18N3O2S, DFT ωB97M-V/def2-TZVPD
C 0.82 -4.10 -0.47
C -0.21 -3.60 -0.85
C -1.44 -2.76 -1.03
C -2.31 -2.83 0.26
C -1.54 -2.27 1.51
C -1.09 -0.86 1.18
C -2.06 0.21 0.98
N -1.75 1.43 0.65
N -0.47 1.68 0.48
S -0.09 3.36 -0.02
C -1.66 3.99 -0.70
O 0.84 3.38 -1.10
O 0.25 4.12 1.14
C 0.56 0.85 0.64
N 1.89 1.24 0.48
C 2.64 0.36 -0.46
C 3.81 1.18 -1.09
C 0.26 -0.51 1.01
H 1.72 -4.49 -0.02
H -1.17 -1.74 -1.35
H -2.03 -3.19 -1.86
H -2.62 -3.86 0.43
H -3.21 -2.21 0.07
H -2.27 -2.22 2.34
H -0.70 -2.94 1.77
H -3.11 -0.06 1.13
H -2.35 4.30 0.09
H -2.11 3.13 -1.22
H -1.45 4.75 -1.47
H 2.40 1.24 1.36
H 3.11 -0.50 0.05
H 2.01 0.02 -1.30
H 3.42 1.92 -1.80
H 4.38 1.71 -0.32
H 4.48 0.50 -1.65
H 1.05 -1.25 1.13
```

Results of the Mulliken charge analysis, in e, for atoms 1 through 6: -0.05, -0.33, -0.57, -0.72, -0.94, 0.20

---

Record 2
2 unconnected molecules or ions with the total composition C4H8N2, computed with ωB97M-V/def2-TZVPD.

Values from the calculation:
- energy above the lowest of the compared OMol25 structures with the same formula, charge and spin (kcal per mole) = 52.2
- SMILES = C=C=N.C=NC
- electronic energy (eV) = -7255.60989
- orbital gap (eV) = 9.685
- multiplicity = 1
- charge = 0

XYZ file:
```
14
C4H8N2, DFT ωB97M-V/def2-TZVPD
C -1.33 1.38 1.31
N -0.99 0.66 0.33
C -1.28 -0.76 0.40
C 2.10 -1.18 -1.41
C 1.90 0.03 -0.94
N 1.73 1.18 -0.56
H -1.09 2.44 1.29
H 0.75 1.31 -0.26
H -1.83 0.98 2.21
H -0.38 -1.29 0.73
H -1.51 -1.14 -0.60
H -2.10 -1.00 1.08
H 1.89 -1.37 -2.45
H 2.49 -1.99 -0.79
```

Results of the Mulliken charge analysis, in e, for atoms 1 through 6: -0.24, -0.40, -0.81, -0.93, 0.57, -0.61

---

Record 3
C17H25ClN2O4S2 in the gas phase in a non-equilibrium geometry, computed with ωB97M-V/def2-TZVPD.

Values from the calculation:
- energy above the lowest of the compared OMol25 structures with the same formula, charge and spin (kcal per mole) = 33.8
- SMILES = CC(C)(C)SCCNC(=O)c1ccc(Cl)c(S(=O)(=O)N2CCOCC2)c1
- electronic energy (eV) = -63397.88914
- orbital gap (eV) = 8.851
- multiplicity = 1
- charge = 0

XYZ file:
```
51
C17H25ClN2O4S2, DFT ωB97M-V/def2-TZVPD
C 3.12 -1.95 -4.25
C 2.63 -3.31 -3.78
C 3.10 -3.62 -2.36
H 4.18 -3.73 -2.35
H 2.84 -2.82 -1.68
H 2.65 -4.54 -2.01
C 3.09 -4.40 -4.74
H 2.73 -5.37 -4.42
H 2.71 -4.21 -5.74
H 4.18 -4.43 -4.78
S 0.77 -3.38 -3.87
C 0.25 -2.24 -2.53
H 0.84 -1.33 -2.60
H 0.41 -2.73 -1.57
C -1.24 -1.93 -2.72
N -1.69 -0.97 -1.74
C -2.51 -1.30 -0.72
O -2.99 -2.41 -0.58
C -2.82 -0.18 0.22
C -1.90 0.82 0.53
C -2.23 1.81 1.43
C -3.47 1.83 2.03
C -4.40 0.83 1.75
C -4.06 -0.17 0.86
H -4.75 -0.97 0.63
H -5.36 0.84 2.23
Cl -3.85 3.08 3.13
S -1.01 3.09 1.78
O -1.58 4.37 1.53
O 0.18 2.72 1.07
N -0.84 2.89 3.43
C -0.69 4.10 4.22
H -1.32 4.86 3.78
C 0.78 4.55 4.23
H 0.93 5.38 4.91
O 1.62 3.51 4.68
C 1.52 2.37 3.85
H 2.20 1.63 4.28
C 0.08 1.84 3.82
H -0.01 1.03 3.10
H -0.21 1.48 4.81
H 1.83 2.62 2.83
H 1.06 4.84 3.20
H -1.02 3.88 5.24
H -0.90 0.84 0.11
H -1.34 -0.03 -1.81
H -1.40 -1.54 -3.73
H -1.83 -2.84 -2.59
H 4.21 -1.94 -4.30
H 2.72 -1.72 -5.24
H 2.81 -1.16 -3.57
```

Results of the Mulliken charge analysis, in e, for atoms 1 through 6: -1.59, 1.49, -1.68, 0.47, 0.37, 0.37

---

Record 4
A molecular structure, C35H29BaBrN5O10P in a non-equilibrium geometry, computed with ωB97M-V/def2-TZVPD.

Values from the calculation:
- energy above the lowest of the compared OMol25 structures with the same formula, charge and spin (kcal per mole) = 63.6
- electronic energy (eV) = -144719.25668
- orbital gap (eV) = 6.277
- multiplicity = 1
- charge = 0

XYZ file:
```
82
C35H29BaBrN5O10P, DFT ωB97M-V/def2-TZVPD
Ba -0.24 -0.52 1.19
O 0.22 -3.94 3.79
C 0.54 -2.82 3.16
O 0.48 -2.69 1.95
C 0.92 -1.63 4.07
C 1.30 -1.72 5.40
C 1.50 -0.53 6.09
C 1.29 0.70 5.46
C 0.94 0.70 4.13
N 0.81 -0.45 3.47
C 0.74 1.95 3.22
O 0.73 3.15 3.80
O 0.75 1.84 2.03
H -0.23 -4.50 3.12
H 1.43 -2.68 5.87
H 1.81 -0.55 7.12
H 1.42 1.62 6.01
H 0.30 3.08 4.67
Br 0.86 4.22 -6.89
C 2.15 3.04 -6.19
C 2.74 2.10 -7.02
C 3.68 1.23 -6.48
C 4.00 1.27 -5.14
C 3.43 2.24 -4.33
C 2.51 3.13 -4.85
N 5.09 0.40 -4.65
N 4.97 -0.27 -3.61
C 3.69 -0.55 -2.98
C 2.55 -0.87 -3.65
C 1.33 -1.12 -2.99
C 1.21 -0.97 -1.62
O 0.08 -1.07 -0.99
C 2.45 -0.66 -0.88
N 2.38 -0.52 0.49
C 3.46 -0.28 1.18
C 4.74 -0.17 0.58
C 4.83 -0.27 -0.78
C 3.67 -0.52 -1.56
H 2.48 2.06 -8.06
H 4.16 0.48 -7.11
H 3.70 2.29 -3.28
H 2.06 3.88 -4.21
H 2.59 -0.99 -4.72
H 0.45 -1.40 -3.54
H 3.35 -0.18 2.26
H 5.61 0.01 1.19
H 5.79 -0.17 -1.28
O -1.76 1.69 3.95
C -2.01 1.02 2.94
O -1.92 -0.26 2.81
C -2.45 1.77 1.64
C -3.53 2.69 1.70
C -3.93 3.28 0.54
C -3.25 3.02 -0.68
C -3.61 3.63 -1.91
C -2.89 3.38 -3.03
C -1.76 2.52 -2.99
C -1.40 1.91 -1.82
C -2.15 2.15 -0.64
N -1.80 1.51 0.52
H -4.01 2.88 2.65
H -4.78 3.96 0.54
H -4.46 4.30 -1.93
H -3.16 3.85 -3.97
H -1.19 2.34 -3.89
H -0.55 1.24 -1.78
C -4.88 -3.76 3.16
O -4.17 -3.37 1.97
P -2.60 -3.04 2.18
O -1.92 -4.48 1.82
C -2.12 -5.12 0.55
O -2.38 -2.29 0.69
C -3.39 -1.37 0.21
H -5.89 -4.01 2.85
H -4.91 -2.93 3.87
H -4.43 -4.63 3.63
H -1.88 -6.17 0.68
H -1.46 -4.67 -0.20
H -3.16 -5.01 0.23
H -2.97 -0.86 -0.65
H -3.65 -0.63 0.97
H -4.29 -1.92 -0.06
```

Results of the Mulliken charge analysis, in e, for atoms 1 through 6: 2.01, -0.52, 0.20, -0.51, -0.10, -0.63

---

Record 5
2 unconnected molecules or ions with the total composition C4H8F4N4O2 in a non-equilibrium geometry, computed with ωB97M-V/def2-TZVPD.

Values from the calculation:
- energy above the lowest of the compared OMol25 structures with the same formula, charge and spin (kcal per mole) = 9.8
- electronic energy (eV) = -25199.48505
- orbital gap (alpha / beta) (eV) = 8.444 / 8.443
- multiplicity = 1
- charge = 0

XYZ file:
```
22
C4H8F4N4O2, DFT ωB97M-V/def2-TZVPD
C -1.97 -0.10 0.46
C 2.87 -1.13 -0.20
C -1.46 0.93 -0.39
C 1.84 0.02 -0.35
N -1.67 -2.40 0.98
N -0.31 2.88 -0.57
N -1.46 -1.29 0.22
N -1.07 2.07 0.15
O -2.74 0.09 1.41
O -1.11 0.64 -1.69
F 3.97 -0.94 -0.94
F 3.38 -0.95 1.06
F 1.08 -0.15 -1.45
F 1.03 -0.07 0.71
H 2.35 -2.09 -0.38
H -2.33 -2.17 1.68
H -0.80 -2.52 1.45
H 2.27 1.14 -0.32
H -0.49 3.82 -0.29
H -0.87 -1.51 -0.55
H -1.57 2.26 1.03
H -0.96 1.48 -2.04
```

Results of the Mulliken charge analysis, in e, for atoms 1 through 6: 0.63, 0.32, 0.38, 0.18, -1.09, -1.12

---

Record 6
C5H8O2 in the gas phase, computed with ωB97M-V/def2-TZVPD.

Values from the calculation:
- energy above the lowest of the compared OMol25 structures with the same formula, charge and spin (kcal per mole) = 112.9
- electronic energy (eV) = -9404.93638
- orbital gap (alpha / beta) (eV) = 8.347 / 8.349
- multiplicity = 1
- charge = 0

XYZ file:
```
15
C5H8O2, DFT ωB97M-V/def2-TZVPD
O -1.92 -1.28 -0.13
C -0.90 -0.50 0.47
C 0.52 -0.94 0.05
C 1.09 0.38 -0.52
C 1.72 1.32 0.42
C -0.93 0.96 -0.01
O -0.05 0.97 -1.13
H -1.86 -1.13 -1.08
H -1.06 -0.59 1.55
H 1.12 -1.37 0.86
H 0.44 -1.69 -0.74
H 1.88 0.21 -1.29
H 2.38 0.72 1.08
H -0.51 1.63 0.76
H -1.92 1.31 -0.30
```

Results of the Mulliken charge analysis, in e, for atoms 1 through 6: -0.57, 0.09, -0.64, 0.30, -0.62, -0.72

---

Record 7
C5H7ClN2 in the gas phase in a non-equilibrium geometry, computed with ωB97M-V/def2-TZVPD.

Values from the calculation:
- energy above the lowest of the compared OMol25 structures with the same formula, charge and spin (kcal per mole) = 69.7
- SMILES = Cl/C=C\C=N/N1CC1
- electronic energy (eV) = -20798.24370
- orbital gap (eV) = 9.402
- multiplicity = 1
- charge = 0

XYZ file:
```
15
C5H7ClN2, DFT ωB97M-V/def2-TZVPD
C -2.98 0.78 -0.01
C -1.66 0.57 0.00
C -1.02 -0.75 0.01
C 2.29 -0.09 0.74
C 2.28 -0.10 -0.74
H -3.39 1.76 -0.01
H -1.01 1.41 0.00
H -1.68 -1.61 -0.02
H 2.70 0.74 1.29
H 2.35 -1.07 1.22
H 2.68 0.75 -1.27
H 2.34 -1.09 -1.23
N 0.24 -0.99 0.00
N 1.05 0.17 0.00
Cl -4.17 -0.48 0.01
```

Results of the Mulliken charge analysis, in e, for atoms 1 through 6: -0.29, -0.05, -0.18, -0.46, -0.42, 0.38